{"formula": "C3H7O3", "method": "ωB97M-V with the def2-TZVPD basis set", "lumo_ev": 4.39, "homo_energy_ev": -4.64, "spin_multiplicity": 1, "homo_lumo_gap_ev": 9.03, "de_lowest_ev": 0.518, "e_tot_ev": -9368.640, "charge": -1, "symbols": ["C", "O", "C", "H", "H", "H", "H", "H", "O", "C", "O", "H", "H"], "positions_angstrom": [[-1.166, 1.111, -0.441], [-1.100, 0.876, 0.952], [0.096, 1.813, -0.956], [-2.053, 1.730, -0.629], [-1.278, 0.160, -0.962], [-0.042, 2.081, -2.008], [0.931, 1.122, -0.881], [0.257, 2.698, -0.337], [0.736, -1.685, -0.920], [0.985, -1.781, 0.281], [0.704, -1.004, 1.239], [1.596, -2.659, 0.615], [-0.348, 0.199, 1.099]], "atomic_forces_ev_per_a": [[0.307, -0.028, 0.407], [0.450, -0.113, -0.013], [-0.704, -0.195, 0.057], [0.060, -0.032, 0.010], [-0.069, -0.103, -0.236], [0.122, 0.147, 0.028], [0.172, 0.007, 0.080], [0.192, 0.059, -0.165], [-0.255, 0.076, -0.426], [0.466, 0.147, 0.757], [-0.026, -0.093, -0.160], [-0.021, -0.197, -0.103], [-0.692, 0.327, -0.235]]}



{"formula": "C20H38CuF6N2O12S3", "method": "ωB97M-V with the def2-TZVPD basis set", "lumo_ev": [4.05, 3.50], "homo_energy_ev": [-1.74, -1.71], "spin_multiplicity": 2, "homo_lumo_gap_ev": [5.79, 5.21], "e_tot_ev": -142354.192, "charge": -2, "symbols": ["Cu", "C", "F", "F", "F", "S", "O", "O", "O", "C", "F", "F", "F", "S", "O", "O", "O", "S", "O", "O", "O", "O", "C", "C", "C", "C", "C", "C", "N", "O", "C", "C", "C", "H", "H", "H", "H", "H", "H", "H", "H", "H", "H", "H", "H", "H", "H", "H", "H", "H", "H", "H", "C", "C", "C", "C", "C", "C", "N", "O", "C", "C", "C", "H", "H", "H", "H", "H", "H", "H", "H", "H", "H", "H", "H", "H", "H", "H", "H", "H", "H", "H"], "positions_angstrom": [[-0.710, 0.157, 0.461], [-4.475, -0.265, -2.321], [-5.638, 0.139, -2.908], [-4.749, -1.072, -1.322], [-3.766, -0.940, -3.169], [-3.282, 1.101, -1.736], [-4.005, 1.882, -0.732], [-2.133, 0.367, -1.130], [-2.862, 1.900, -2.883], [1.087, -0.816, 4.242], [1.723, -1.517, 3.322], [-0.088, -1.341, 4.506], [1.872, -0.818, 5.342], [0.685, 1.041, 3.637], [1.928, 1.771, 3.859], [0.368, 0.890, 2.194], [-0.500, 1.503, 4.399], [-3.352, 0.322, 2.564], [-4.416, 0.604, 1.649], [-2.215, -0.197, 1.756], [-2.959, 1.553, 3.236], [-3.828, -0.661, 3.474], [-1.273, 3.358, 0.340], [0.259, 3.629, 0.106], [0.753, 4.360, 1.340], [2.267, 4.555, 1.227], [3.052, 3.212, 0.944], [2.485, 2.436, -0.272], [0.938, 2.359, -0.143], [0.375, 1.584, -1.099], [2.994, 3.069, -1.609], [3.054, 1.057, -0.194], [0.301, 4.672, -1.027], [-1.837, 4.209, 0.723], [-1.498, 2.478, 0.942], [-1.856, 3.071, -0.535], [0.292, 5.333, 1.510], [0.546, 3.778, 2.238], [2.637, 5.025, 2.139], [2.512, 5.223, 0.401], [3.088, 2.590, 1.839], [4.095, 3.507, 0.828], [4.030, 2.815, -1.832], [2.363, 2.662, -2.398], [2.943, 4.158, -1.647], [2.730, 0.562, 0.722], [2.711, 0.369, -0.967], [4.130, 1.134, -0.344], [1.136, 5.361, -0.904], [-0.621, 5.249, -1.101], [0.362, 4.196, -2.005], [0.429, 2.093, -1.911], [-1.597, -3.107, 1.407], [-0.685, -3.638, 0.281], [-1.671, -4.479, -0.613], [-0.994, -4.994, -1.895], [-0.421, -3.751, -2.660], [0.535, -2.880, -1.805], [-0.118, -2.527, -0.476], [0.740, -1.694, 0.296], [2.031, -3.363, -1.762], [0.490, -1.529, -2.596], [0.400, -4.532, 0.891], [-2.489, -2.656, 0.973], [-1.904, -3.947, 2.031], [-0.936, -2.396, 1.904], [-2.176, -5.288, -0.085], [-2.483, -3.817, -0.912], [-0.355, -5.851, -1.682], [-1.731, -5.528, -2.494], [-1.301, -3.137, -2.854], [-0.004, -4.108, -3.601], [2.212, -4.414, -1.535], [2.650, -2.743, -1.113], [2.506, -3.258, -2.737], [1.087, -0.707, -2.201], [-0.480, -1.047, -2.712], [0.939, -1.678, -3.578], [0.107, -5.569, 1.053], [1.334, -4.733, 0.367], [0.716, -4.117, 1.848], [1.514, -2.221, 0.507]], "atomic_forces_ev_per_a": [[-0.252, 0.249, 0.195], [0.615, 1.938, 1.045], [0.758, -0.163, 0.370], [-0.732, -0.302, 0.689], [0.620, -1.418, -2.157], [1.246, 2.074, 2.726], [-0.077, -0.958, -1.429], [-1.824, -0.219, -1.633], [-0.606, -1.015, -0.423], [-0.578, 3.332, -0.178], [0.236, -0.649, -0.613], [-0.132, -0.988, 0.330], [-0.337, -0.196, 0.022], [-1.914, 0.533, -0.805], [-0.139, -0.481, 0.279], [1.071, -0.449, 1.765], [2.532, -1.188, -0.479], [3.918, -1.469, -1.193], [-2.797, 1.502, -1.503], [-0.744, -0.038, 1.083], [-0.523, 1.260, 0.166], [-0.638, -1.654, 1.930], [-0.221, -1.040, -0.521], [-3.164, 0.938, -0.195], [1.626, -0.928, 0.626], [0.519, -1.022, 0.043], [-1.068, 1.222, 0.592], [-0.606, 0.934, 0.063], [3.400, 1.602, 2.146], [-0.051, -0.327, -0.825], [-0.743, 0.007, 0.318], [-0.289, -1.202, -0.273], [0.105, -0.154, -0.829], [0.482, 0.206, 0.335], [0.458, 0.199, 0.726], [0.549, 0.311, -0.614], [-0.362, -0.033, -0.501], [-0.032, -0.216, -0.001], [0.205, -0.059, 0.067], [-0.012, 0.246, 0.014], [-0.625, -0.140, 0.001], [0.215, -0.142, -0.677], [0.014, -0.285, 0.168], [0.147, 0.078, -0.375], [-0.236, -0.006, 0.125], [0.398, 0.181, 0.314], [-0.244, 0.244, -0.417], [0.164, -0.176, 0.539], [-0.036, 0.001, -0.306], [-0.027, 0.024, 0.392], [0.217, -0.057, -0.222], [-0.491, -0.010, -0.894], [1.202, -0.059, -0.756], [-1.143, -1.544, 0.179], [1.009, 0.585, -1.026], [-0.550, 0.298, 0.173], [-0.425, -1.812, 1.652], [-0.249, 1.843, -0.542], [-0.083, -0.630, -1.641], [-0.715, -0.529, -0.532], [-0.418, -0.078, -0.291], [1.075, 0.487, -0.146], [0.688, -0.648, 0.609], [0.268, 0.383, 0.259], [0.175, 0.094, 0.259], [-0.857, 0.187, 0.666], [0.434, -0.009, 0.498], [0.022, 0.255, -0.068], [0.998, 0.434, 0.219], [-0.429, 0.426, -0.415], [0.079, 0.062, -0.217], [0.392, 0.482, -0.027], [-0.387, -0.042, 0.377], [-0.142, 0.012, 0.235], [-0.324, 0.291, -0.304], [0.263, -0.267, 0.662], [-0.332, -0.620, 0.206], [-0.173, -0.257, -0.341], [-0.729, 0.051, 0.352], [-0.038, 0.698, -0.655], [-0.082, -0.047, 0.224], [0.477, -0.146, 0.384]]}



{"formula": "C18H20F15N2O6ScSe", "method": "ωB97M-V with the def2-TZVPD basis set", "lumo_ev": 4.20, "homo_energy_ev": 0.01, "spin_multiplicity": 1, "homo_lumo_gap_ev": 4.19, "de_lowest_ev": 1.503, "e_tot_ev": -161065.758, "charge": -2, "symbols": ["Sc", "C", "C", "N", "C", "C", "C", "C", "N", "C", "C", "F", "C", "F", "C", "C", "F", "C", "F", "H", "H", "H", "H", "H", "H", "H", "H", "H", "H", "H", "H", "H", "H", "H", "O", "Se", "O", "O", "O", "F", "C", "F", "C", "F", "F", "F", "O", "H", "H", "C", "C", "O", "C", "F", "F", "F", "C", "F", "F", "F", "H", "H", "H"], "positions_angstrom": [[1.618, 0.544, -1.620], [-2.959, 3.893, 2.600], [-2.608, 2.971, 1.405], [-2.241, 1.585, 1.810], [-2.721, 1.122, 3.109], [-4.276, 1.129, 3.277], [-2.259, 0.557, 0.738], [-1.376, 0.926, -0.537], [-0.374, -0.067, -0.786], [-0.779, -1.405, -0.755], [-0.097, -2.399, 0.007], [0.789, -2.100, 1.044], [-0.381, -3.758, -0.173], [0.371, -4.631, 0.558], [-1.354, -4.247, -1.031], [-2.146, -3.265, -1.636], [-3.138, -3.641, -2.473], [-1.868, -1.894, -1.493], [-2.786, -0.975, -1.992], [-2.944, 4.947, 2.253], [-4.006, 3.685, 2.920], [-2.294, 3.852, 3.462], [-3.442, 2.975, 0.656], [-1.730, 3.327, 0.878], [-2.315, 0.119, 3.216], [-2.233, 1.758, 3.881], [-4.586, 0.095, 3.557], [-4.564, 1.754, 4.131], [-4.892, 1.412, 2.374], [-1.849, -0.401, 1.185], [-3.275, 0.240, 0.474], [-2.041, 1.119, -1.438], [-0.841, 1.864, -0.364], [-1.482, -5.340, -1.118], [0.949, 2.111, -2.713], [1.165, 3.263, -1.404], [2.044, 4.496, -1.872], [2.059, 2.106, -0.328], [-0.348, 3.741, -0.938], [1.851, 2.470, 3.606], [0.911, 1.509, 3.810], [0.843, 0.833, 2.627], [1.288, 0.570, 4.956], [0.366, -0.374, 5.148], [1.330, 1.309, 6.086], [2.494, -0.038, 4.718], [2.713, -0.324, 0.468], [2.774, 0.396, 1.131], [2.048, -0.971, 0.819], [2.566, -1.659, -4.983], [3.235, -1.657, -3.604], [2.478, -0.893, -2.721], [4.711, -1.046, -3.653], [4.883, -0.322, -4.781], [4.872, -0.217, -2.583], [5.697, -1.968, -3.632], [3.291, -3.170, -3.136], [1.950, -3.589, -3.141], [3.958, -3.982, -4.020], [3.782, -3.351, -1.887], [2.250, -0.654, -5.286], [1.658, -2.341, -5.045], [3.259, -2.000, -5.759]], "atomic_forces_ev_per_a": [[-0.660, -1.477, 1.623], [-0.850, 0.339, -0.769], [0.346, -0.966, 0.305], [-0.217, -0.188, -0.418], [0.004, 1.034, -0.774], [-0.409, -1.052, 0.197], [0.932, 0.080, 0.730], [-1.629, 0.726, 0.319], [1.446, -2.028, -0.264], [1.012, 1.009, 0.197], [-0.127, -0.538, 0.077], [-1.065, -0.215, -1.460], [0.800, 0.428, 0.532], [-0.479, 0.177, -0.402], [-0.040, 0.136, 0.323], [0.583, 0.564, -0.096], [-0.066, 0.034, 0.192], [-1.493, -0.417, -0.036], [1.173, -1.369, 0.006], [-0.017, -0.496, 0.043], [0.729, 0.184, 0.041], [0.132, -0.325, -0.224], [0.173, 0.021, 0.492], [-0.046, 0.458, -0.079], [-0.055, -0.074, 0.245], [-0.330, -0.606, -0.399], [-0.067, 0.559, -0.230], [-0.067, 0.054, -0.303], [0.913, -0.133, 0.781], [-0.054, 1.183, -0.284], [-0.394, 0.382, -0.445], [0.573, -0.170, 0.972], [-0.540, -0.400, 0.247], [-0.121, 0.912, -0.162], [0.590, 0.580, 1.336], [-1.372, -1.029, 0.680], [0.911, 0.363, -0.200], [-1.779, 1.990, -2.394], [2.022, -0.550, -0.200], [1.815, 0.457, 0.148], [-3.607, 0.499, 2.107], [0.653, -1.388, -1.018], [-0.239, 2.464, -2.885], [0.092, -0.758, 0.103], [0.868, -0.559, 0.436], [0.514, -0.786, 1.238], [-0.474, -0.256, -0.090], [-0.467, -0.421, -0.413], [0.764, 0.965, -0.132], [-0.549, -0.709, -1.074], [-0.595, 0.540, 0.846], [0.498, -0.759, -0.567], [-0.940, 0.290, 0.616], [0.151, 0.015, 0.427], [0.441, -0.746, -1.147], [-0.247, 0.332, 0.102], [-1.564, 0.291, 0.088], [2.052, -0.029, 0.381], [-0.568, 0.655, 1.043], [-0.388, -0.022, -1.392], [0.140, -0.133, 0.437], [1.193, 0.954, 0.461], [-0.007, -0.082, 0.083]]}



Repeat the first record exactly.
{"formula": "C3H7O3", "method": "ωB97M-V with the def2-TZVPD basis set", "lumo_ev": 4.39, "homo_energy_ev": -4.64, "spin_multiplicity": 1, "homo_lumo_gap_ev": 9.03, "de_lowest_ev": 0.518, "e_tot_ev": -9368.640, "charge": -1, "symbols": ["C", "O", "C", "H", "H", "H", "H", "H", "O", "C", "O", "H", "H"], "positions_angstrom": [[-1.166, 1.111, -0.441], [-1.100, 0.876, 0.952], [0.096, 1.813, -0.956], [-2.053, 1.730, -0.629], [-1.278, 0.160, -0.962], [-0.042, 2.081, -2.008], [0.931, 1.122, -0.881], [0.257, 2.698, -0.337], [0.736, -1.685, -0.920], [0.985, -1.781, 0.281], [0.704, -1.004, 1.239], [1.596, -2.659, 0.615], [-0.348, 0.199, 1.099]], "atomic_forces_ev_per_a": [[0.307, -0.028, 0.407], [0.450, -0.113, -0.013], [-0.704, -0.195, 0.057], [0.060, -0.032, 0.010], [-0.069, -0.103, -0.236], [0.122, 0.147, 0.028], [0.172, 0.007, 0.080], [0.192, 0.059, -0.165], [-0.255, 0.076, -0.426], [0.466, 0.147, 0.757], [-0.026, -0.093, -0.160], [-0.021, -0.197, -0.103], [-0.692, 0.327, -0.235]]}